The following is a quantum chemistry calculation of a cluster of 3 separate species, C4H10N2O in total at a distorted geometry, from OMol25.

Last column: Löwdin charge in e.
Atoms and positions in Å:
C (2.48, 0.28, -1.18)  -0.37
N (1.23, 0.82, -1.15)  0.08
C (0.32, -0.05, -0.30)  -0.16
C (-2.80, 1.22, 0.69)  -0.02
C (-1.71, 0.79, 1.40)  -0.06
N (-1.68, -1.74, 0.78)  0.02
O (2.87, -0.78, -0.62)  0.00
H (3.22, 0.86, -1.74)  0.10
H (0.54, 0.03, 0.77)  0.10
H (0.39, -1.09, -0.62)  0.08
H (-0.71, 0.35, -0.48)  0.05
H (-3.02, 2.32, 0.71)  0.08
H (-3.34, 0.45, 0.15)  0.06
H (-1.42, 1.25, 2.31)  0.06
H (-1.57, -0.46, 1.29)  0.01
H (-1.97, -2.33, 1.50)  -0.03
H (-1.63, -2.18, -0.11)  0.00

Output
energy above the lowest of the compared OMol25 structures with the same formula, charge and spin	259.5	kcal/mol
highest occupied orbital energy	-8.14	eV
charge	0
energy	-9327.7330	eV
maximum force	4.6	eV/A